[1]
Here is a single C13H17N molecule at a distorted geometry from the Open Molecules 2025 dataset. Energies are from ωB97M-V with the def2-TZVPD basis set.

SMILES   CC=C=CCN(C)Cc1ccccc1

Last column: natural (NBO) charge in e.
Element x y z (Å)
N1 -0.6099 1.3346 0.1770  -0.434
C1 3.4526 1.6979 0.8364  -0.216
C2 -1.8085 1.3331 -0.6715  -0.220
C3 2.2068 1.4957 0.3762  -0.205
C4 3.6031 -0.6207 1.4950  -0.214
C5 -2.1623 -2.9385 -2.2770  -0.634
C6 4.1212 0.6562 1.4696  -0.206
C7 1.5879 0.2257 0.4971  -0.038
C8 -2.7550 0.1124 -0.4116  -0.315
C9 -0.9550 1.5139 1.5808  -0.427
C10 2.2884 -0.8269 1.0852  -0.202
C11 -2.8864 -0.8212 -1.3045  0.093
C12 -3.0639 -1.7524 -2.2108  -0.299
C13 0.1449 0.0711 0.0067  -0.249
H1 -1.7012 -3.0926 -1.2022  0.219
H2 4.0953 -1.4225 1.9622  0.209
H3 -2.3034 2.2554 -0.4852  0.202
H4 -3.6935 -1.6129 -3.0912  0.224
H5 1.6120 2.3097 -0.0710  0.232
H6 1.7229 -1.7877 1.1831  0.211
H7 -0.3987 -0.7787 0.5053  0.187
H8 -3.3138 0.1377 0.5527  0.228
H9 -0.0198 1.7063 2.1484  0.212
H10 -1.2419 -2.7069 -3.0504  0.220
H11 -1.4342 1.2802 -1.7130  0.203
H12 4.0057 2.5663 0.6800  0.210
H13 -2.7038 -3.9648 -2.5496  0.224
H14 0.1488 -0.1420 -1.1127  0.211
H15 -1.6299 2.3541 1.6576  0.201
H16 5.0765 0.8459 1.8992  0.206
H17 -1.3850 0.5717 2.0385  0.165


[2]
Here is 2 unconnected molecules or ions with the total composition C35H45N3O4 at a distorted geometry from the Open Molecules 2025 dataset. Energies are from ωB97M-V with the def2-TZVPD basis set.

Last column: Löwdin charge in e.
Element x y z (Å)
O1 2.3570 -0.4367 -3.1870  -0.008
O2 2.0852 -2.6841 -3.3822  -0.025
O3 -0.2234 -3.7661 -3.5763  0.053
O4 -1.9073 -2.2857 -3.1877  -0.049
N1 -1.1469 -4.4314 3.1701  -0.261
N2 6.0501 3.0080 -1.7691  -0.201
N3 -5.2375 4.4070 2.5801  -0.258
C1 -5.0955 5.7028 3.2059  -0.081
C2 0.0606 -2.3246 3.1520  0.011
C3 0.3255 1.5199 0.9550  -0.015
C4 -3.7018 2.6910 3.3487  0.004
C5 -2.3662 2.7939 0.8901  -0.012
C6 -6.5947 3.9086 2.6088  -0.081
C7 -1.5774 -4.8477 4.4853  -0.082
C8 -0.8081 1.0038 1.6128  -0.094
C9 -2.1229 -2.4873 2.0660  0.021
C10 -2.0528 -1.1431 1.7530  0.002
C11 1.4158 0.7777 0.5259  0.045
C12 3.6784 0.5297 -0.4567  -0.002
C13 6.6321 2.4609 -2.9742  -0.051
C14 3.8714 -4.2100 -3.3202  -0.079
C15 -0.5194 -5.4840 2.4033  -0.075
C16 2.5973 1.3559 -0.0384  -0.197
C17 3.9171 3.3100 -0.6865  0.001
C18 3.5000 -2.7678 -3.1394  -0.241
C19 4.9421 2.4667 -1.1747  -0.212
C20 -2.6643 1.8105 3.0967  -0.004
C21 6.5907 4.2953 -1.3868  -0.067
C22 4.7955 1.0577 -1.0643  0.006
C23 -0.8854 -0.3866 2.0329  -0.189
C24 -3.4745 3.5953 1.0972  0.013
C25 -1.0719 -3.0880 2.8006  -0.248
C26 0.1756 -1.0131 2.7143  -0.027
C27 -0.4238 -0.0700 -3.4515  -0.102
C28 -1.9584 1.8615 1.8663  -0.184
C29 -4.1454 3.5706 2.3405  -0.253
C30 1.6296 -1.4293 -3.2942  -0.518
C31 0.1857 -1.3868 -3.3261  -0.151
C32 -4.2183 -2.8952 -2.9598  -0.085
C33 -0.6042 -2.6244 -3.3786  -0.482
C34 -2.8191 -3.4032 -3.2215  -0.238
C35 2.7489 2.7633 -0.1888  0.005
H1 -2.8763 -0.6672 1.2129  0.129
H2 4.0445 4.3903 -0.7834  0.113
H3 -6.9882 3.8616 3.6398  0.081
H4 3.6989 -4.5540 -4.3394  0.079
H5 1.9343 3.4322 0.0855  0.109
H6 -2.2933 -5.6767 4.3722  0.083
H7 -1.1759 -0.0461 -4.2557  0.079
H8 -1.8283 2.8371 -0.0605  0.123
H9 4.0263 -2.1129 -3.8472  0.120
H10 -6.6476 2.9069 2.1655  0.093
H11 3.2952 -4.8794 -2.6811  0.079
H12 -3.8517 4.2522 0.3110  0.122
H13 1.0817 -0.4444 2.9349  0.121
H14 0.3056 2.5936 0.7558  0.106
H15 -2.5007 -4.1347 -2.4690  0.118
H16 -0.2153 -5.1147 1.4158  0.096
H17 -4.5824 -2.2584 -3.7709  0.074
H18 -2.7601 -3.8617 -4.2167  0.123
H19 -4.0456 6.0191 3.2099  0.091
H20 -2.9740 -3.1034 1.7587  0.125
H21 0.4101 0.6011 -3.7066  0.072
H22 0.8433 -2.7959 3.7564  0.125
H23 3.6022 -0.5450 -0.2914  0.120
H24 -7.2318 4.5963 2.0307  0.084
H25 -4.1955 2.7311 4.3225  0.124
H26 3.6805 -2.4281 -2.1095  0.110
H27 -5.6964 6.4334 2.6426  0.083
H28 6.4842 3.1502 -3.8306  0.101
H29 6.2254 5.1132 -2.0337  0.095
H30 6.1695 1.4992 -3.2214  0.089
H31 -4.3030 -2.3070 -2.0427  0.067
H32 4.9277 -4.3389 -3.0900  0.068
H33 1.4053 -0.3104 0.6155  0.127
H34 -1.2428 -6.3051 2.2788  0.084
H35 -2.3500 1.1157 3.8811  0.125
H36 7.6879 4.2520 -1.4781  0.092
H37 7.7156 2.3244 -2.8274  0.093
H38 6.3365 4.5319 -0.3455  0.093
H39 5.5904 0.4057 -1.4294  0.120
H40 -0.7265 -5.2027 5.0948  0.081
H41 -5.4617 5.6876 4.2491  0.082
H42 -0.8684 0.2705 -2.4986  0.066
H43 -2.0630 -4.0161 5.0110  0.090
H44 0.3720 -5.8824 2.9212  0.082
H45 -4.8978 -3.7454 -2.8782  0.070


[3]
Here is 9 unconnected molecules or ions with the total composition C32H67NO24 at a distorted geometry from the Open Molecules 2025 dataset. Energies are from ωB97M-V with the def2-TZVPD basis set.

SMILES   COC(=O)OC.COC(=O)OC.COC(=O)OC.COC(=O)OC.COC(=O)OC.COC(=O)OC.COCCOCCOC.COCCOCCOC.CC#N

Last column: Löwdin charge in e.
Element x y z (Å)
O1 6.5791 -0.6613 5.9960  0.000
O2 -2.4683 4.2610 0.8717  -0.155
O3 -2.1599 -0.9497 4.1823  -0.002
O4 4.5247 -1.3854 -0.2803  -0.017
O5 -0.8463 -0.1288 5.8234  0.130
O6 0.3345 -5.0176 0.2266  -0.015
O7 -0.5451 -7.0453 -0.2922  0.128
O8 2.3090 -1.4990 2.2912  -0.196
O9 -4.5063 3.4727 -6.8716  0.015
O10 -6.2465 0.9831 -1.8992  0.121
O11 6.0882 -2.6593 5.4082  0.008
O12 -5.2608 1.5160 -7.2867  0.017
O13 0.5939 4.1502 0.9435  -0.167
O14 7.7613 -1.5749 4.3292  0.124
O15 3.1993 3.3693 0.1483  -0.196
O16 -6.3411 -0.2987 -3.7504  0.011
O17 -0.5915 -0.6298 0.3457  -0.136
O18 -0.2917 -1.9117 4.5286  -0.005
O19 -1.7619 -5.1519 -0.1789  -0.007
O20 -3.3633 1.6985 -6.0880  0.127
O21 2.5887 -1.4874 -1.1655  -0.023
O22 -6.6358 1.8072 -3.9482  0.016
O23 4.2712 -2.5631 -2.1974  0.140
O24 -1.6904 -0.4209 -2.2313  -0.184
N1 1.3871 1.2177 -3.8656  0.144
C1 -5.9576 -1.4589 -3.0318  -0.035
C2 -3.1651 0.0319 4.2801  -0.045
C3 3.4372 -0.8097 2.7966  -0.098
C4 -1.0663 -0.9157 4.9419  -0.615
C5 1.7586 4.9109 1.2870  -0.151
C6 -3.7620 4.4129 -6.1383  -0.051
C7 -0.2745 3.8778 2.0219  -0.190
C8 5.8957 -1.7747 -0.1640  -0.018
C9 1.6154 -1.7117 -2.1668  -0.035
C10 -6.6881 3.1386 -3.4613  -0.026
C11 -4.2788 2.1825 -6.6847  -0.623
C12 6.3205 -3.8974 4.7622  -0.038
C13 6.9032 -1.6534 5.1738  -0.631
C14 4.3173 2.5216 0.1515  -0.100
C15 -2.0718 0.6613 -3.0688  -0.100
C16 7.0474 0.6390 5.7231  -0.050
C17 -1.6052 3.3394 1.4962  -0.210
C18 -1.7605 -1.3658 -0.0209  -0.160
C19 0.7388 2.0741 -1.4738  -0.026
C20 -5.1354 0.1028 -7.2663  -0.043
C21 -2.4851 -0.5275 -1.0632  -0.188
C22 0.3267 -1.4704 1.0166  -0.195
C23 -2.1424 4.4946 -0.4899  -0.095
C24 1.4351 -0.6244 1.6011  -0.195
C25 3.8539 -1.8809 -1.3038  -0.612
C26 1.6198 -5.5169 0.5668  -0.030
C27 -0.6508 -5.8587 -0.0836  -0.614
C28 -2.9914 -5.8269 -0.4118  -0.035
C29 -6.4001 0.8334 -3.0809  -0.629
C30 1.0320 -1.9815 5.0750  -0.022
C31 1.0997 1.6037 -2.8239  -0.283
C32 2.9767 4.0016 1.3903  -0.203
H1 3.9019 -0.3487 1.9139  0.061
H2 -0.2683 2.4693 -1.5454  0.054
H3 -2.9786 -6.3333 -1.3783  0.098
H4 -3.2786 -6.5013 0.3864  0.100
H5 -3.4038 -1.0739 -1.3037  0.112
H6 -2.6758 0.4674 -0.6574  0.124
H7 8.1336 0.6984 5.6578  0.097
H8 -2.8708 5.2133 -0.8622  0.089
H9 4.1445 1.5614 0.6474  0.070
H10 -2.1439 2.9727 2.3748  0.117
H11 -2.1059 3.6104 -1.1280  0.062
H12 5.8978 -3.9112 3.7607  0.093
H13 -0.1997 -1.9940 1.8238  0.128
H14 -3.0683 0.6715 5.1580  0.094
H15 3.1915 -0.0062 3.4984  0.091
H16 6.6583 1.3101 6.4823  0.094
H17 1.8886 5.5985 0.4509  0.132
H18 1.0284 -2.2018 6.1405  0.101
H19 -1.3517 0.7545 -3.8755  0.079
H20 -6.1554 -0.2766 -7.2373  0.097
H21 6.1607 -1.6701 0.8854  0.086
H22 0.8430 -0.9513 -2.0875  0.062
H23 4.1385 -1.5700 3.1356  0.090
H24 -2.4077 -1.4638 0.8546  0.131
H25 6.6564 0.9818 4.7597  0.097
H26 -3.1620 0.6348 3.3769  0.083
H27 2.2081 -5.7338 -0.3254  0.099
H28 -1.1591 4.9668 -0.5604  0.083
H29 6.0214 -2.8011 -0.4970  0.097
H30 -1.4942 -2.3297 -0.4593  0.125
H31 -2.3422 1.6273 -2.6309  0.078
H32 1.9373 -0.1032 0.7804  0.111
H33 -0.5017 4.7982 2.5737  0.128
H34 3.7968 4.6625 1.7034  0.127
H35 2.1606 -4.7361 1.0960  0.088
H36 -3.3380 5.1951 -6.7714  0.095
H37 4.4734 2.2313 -0.8929  0.096
H38 -2.9994 3.9362 -5.5273  0.094
H39 -3.7261 -5.0409 -0.5787  0.090
H40 1.4575 -2.8309 4.5446  0.096
H41 1.4578 2.8611 -1.2532  0.069
H42 6.5409 -1.1015 -0.7254  0.099
H43 -4.8680 -1.5158 -2.9799  0.080
H44 0.8101 -2.2598 0.4299  0.111
H45 5.2424 3.0184 0.4573  0.093
H46 1.5337 -6.4164 1.1716  0.097
H47 -4.5534 -0.3602 -8.0600  0.098
H48 1.0950 -2.6482 -1.9312  0.096
H49 -6.3550 -2.3582 -3.4863  0.096
H50 -6.0619 3.7071 -4.1517  0.079
H51 -4.1526 -0.4170 4.3816  0.093
H52 0.7886 1.1992 -0.8314  0.069
H53 7.3927 -4.1026 4.7142  0.099
H54 1.9917 -1.8074 -3.1830  0.102
H55 1.0117 0.0802 2.3278  0.131
H56 -4.7023 -0.2299 -6.3203  0.084
H57 2.8775 3.2254 2.1570  0.126
H58 -7.6676 3.5968 -3.6040  0.097
H59 5.9362 -4.7145 5.3681  0.095
H60 -1.4375 2.4004 0.9513  0.119
H61 -6.3593 3.2822 -2.4379  0.095
H62 0.1263 3.1497 2.7370  0.126
H63 -4.4305 5.0202 -5.5183  0.084
H64 1.5920 -1.0922 4.8007  0.081
H65 1.5247 5.4276 2.2193  0.123
H66 -3.0094 0.3014 -3.5223  0.078
H67 -6.2620 -1.3727 -1.9872  0.095


Quick rundown of frontier orbital gap, same order as above: 0.346; 0.103; 0.366 hartree
Quick rundown of relative energy (zero: lowest compared OMol25 entry of this formula, charge and spin), same order as above: 314.43; 71.87; 9.26 kJ/mol